19
Properties=species:S:1:pos:R:3:forces:R:3 method="wB97M-V/def2-TZVPD" e_above_lowest_kj_mol=760.23 orbital_gap_ev=8.373 total_energy_ev=-16477.29409 e_homo_ev=-8.81 smiles="C=C(C/C(C)=[N+](/[O-])O)[N+](=O)[O-]"
O -0.1328 -1.7010 -0.7823 1.7 1.5 1.2
O -2.3256 -1.6865 -0.5495 -0.9 -0.5 0.2
O 2.2618 -0.3389 1.7095 0.3 -0.9 2.9
O 3.5314 -0.6439 0.0203 0.9 -0.6 -0.4
N -1.2761 -1.1112 -0.2544 -0.3 -0.6 -0.7
N 2.5145 -0.3025 0.5521 -1.0 1.4 -1.5
C -1.1109 -0.0222 0.4181 -0.7 -1.0 -0.6
C -2.2975 0.6913 0.9721 -2.6 -1.1 0.9
C 0.1513 0.6891 0.4436 2.8 1.5 1.4
C 1.4596 0.3466 -0.2474 -0.5 -0.7 -4.0
C 1.6774 0.4462 -1.5878 -0.1 0.6 1.1
H 2.5938 0.1872 -2.1553 -0.6 0.0 0.9
H -0.0897 1.7333 0.1349 0.3 -0.5 0.6
H -2.0545 1.7459 0.9852 -0.2 0.2 0.2
H 0.8732 0.8880 -2.1904 0.3 -0.2 0.3
H 0.5297 0.6287 1.4932 -0.8 0.9 -0.4
H -2.7360 0.3833 2.0425 1.6 0.4 -2.1
H -0.3490 -2.4368 -1.3280 -1.4 -1.0 -0.6
H -3.2205 0.5036 0.3238 1.4 0.4 0.6



15
Properties=species:S:1:pos:R:3:forces:R:3 method="wB97M-V/def2-TZVPD" e_above_lowest_kj_mol=162.67 orbital_gap_ev=9.495 total_energy_ev=-27426.40775 e_homo_ev=-8.97 smiles=NCCSS.O
S 0.8757 -1.0372 -0.7692 -0.3 -0.4 0.3
S 0.2308 -1.6029 -2.6532 -0.1 0.4 0.4
O -1.7304 3.8495 1.7947 4.3 0.7 -1.9
N 0.1348 0.9778 2.4204 1.9 0.7 1.0
C -0.4082 -0.1919 0.3114 2.6 2.3 -0.9
C -0.0160 -0.3861 1.7806 0.2 0.1 2.6
H -0.9504 -0.8152 2.3670 2.1 0.3 -1.3
H 1.1473 1.3442 2.5921 -2.2 -1.3 -0.8
H -1.2829 3.5329 2.6149 -0.5 0.2 -0.9
H -0.2445 0.9141 0.0227 -0.5 -1.7 0.8
H -0.8410 4.0398 1.1444 -3.9 -0.9 2.8
H -1.4274 -0.3919 0.1941 -1.3 -0.8 -0.8
H -0.2657 1.0085 3.3673 0.1 -0.3 -0.7
H 0.6441 -0.5447 -3.3970 -0.1 -0.1 0.3
H 0.9625 -1.0205 2.0016 -2.2 0.9 -0.8



22
Properties=species:S:1:pos:R:3:forces:R:3 method="wB97M-V/def2-TZVPD" e_above_lowest_kj_mol=0.00 orbital_gap_ev=6.858 total_charge=-2 total_energy_ev=-32991.21318 e_homo_ev=-1.43 smiles="COCCO[C@](C#N)(C(=O)[O-])S(=O)(=O)[O-]"
S 3.5186 1.4256 0.1826 0.3 2.0 1.4
O 2.0995 -0.8416 0.9571 -0.1 0.0 -0.5
O 2.3201 2.2708 0.3539 -0.6 -1.1 0.3
O 4.2238 -2.2607 0.8868 0.0 -0.2 -0.1
O 5.2049 -1.2551 -0.8665 0.2 0.3 -0.8
O 4.3925 1.5528 1.3684 -0.8 -1.2 -0.8
O 4.1677 1.8235 -1.0387 0.7 -0.7 -1.2
O -1.3419 0.2349 0.2331 0.5 0.0 1.2
N 2.0258 -0.7242 -2.4258 0.2 0.1 0.0
C -0.0371 0.1814 0.9032 0.4 3.2 -3.6
C 4.3413 -1.4547 -0.0359 -0.6 0.1 1.2
C -1.3295 -0.1152 -1.1387 -1.6 -2.5 2.5
C 0.6921 -1.1136 0.8731 1.1 1.0 -1.9
C 2.9519 -0.4045 -0.1021 2.1 0.6 3.1
C 2.5351 -0.5021 -1.4112 -2.1 -0.6 -2.2
H -0.2143 0.6335 1.8589 0.2 0.1 0.5
H 0.5450 -1.7378 1.7097 -0.5 -1.0 0.8
H 0.3658 -1.5582 -0.0923 0.8 -0.5 0.7
H -0.9410 -1.1878 -1.1222 -1.4 0.9 -1.0
H -0.6198 0.3716 -1.7303 0.9 1.5 -1.0
H -2.4348 0.0511 -1.3243 1.5 -0.6 -1.0
H 0.6259 0.9357 0.1979 -1.2 -1.6 2.3



41
Properties=species:S:1:pos:R:3:forces:R:3 method="wB97M-V/def2-TZVPD" orbital_gap_ev=8.899 total_energy_ev=-37555.74767 e_homo_ev=-8.40 smiles="Cc1nc2ccccn2c1C(=O)NNC(=O)Nc1cccc(C(F)(F)F)c1"
F 0.6248 3.1995 -1.9916 -0.2 0.1 0.0
F 1.7417 1.9021 -0.6948 0.0 0.0 0.3
F 0.6509 1.0820 -2.3527 -0.2 -0.3 -0.1
O -4.6937 -1.5845 -1.6005 -0.1 -0.1 -0.2
O -0.1716 -2.0051 -1.7919 0.1 0.0 -0.2
N -2.6467 -2.0006 -0.7751 0.9 -0.5 -0.1
N -1.5255 -1.6582 -0.0328 -0.5 -0.2 0.1
N -3.7768 -0.0182 -0.2405 -0.4 0.0 0.1
N 2.0802 -1.0660 -0.2589 0.3 0.1 0.5
N 2.1118 -0.4444 1.8869 0.2 0.2 0.4
C -3.7386 -1.2019 -0.9653 -0.2 0.3 0.3
C 4.1991 -0.2953 0.5769 0.2 0.0 -0.3
C -0.6148 1.8596 -0.4918 -0.1 -0.1 0.0
C 3.9168 -0.9926 -1.7077 -0.2 -0.1 0.0
C 0.8715 -0.8282 1.5724 0.0 -0.1 -0.5
C 2.5995 -1.2685 -1.4886 0.5 -0.1 -0.9
C -2.8301 1.7059 1.1410 -0.1 -0.2 -0.2
C -2.7451 0.8799 0.0198 0.5 0.5 0.1
C -0.2846 -1.6743 -0.6232 -0.4 0.0 0.2
C 4.7282 -0.5033 -0.6678 -0.1 0.1 0.3
C -1.6391 0.9884 -0.8232 -0.1 0.3 0.1
C 0.5862 1.9989 -1.3821 0.4 0.2 -0.2
C 0.8011 -1.2332 0.2307 -0.3 0.1 0.5
C -0.6806 2.6534 0.6464 0.0 -0.1 0.0
C -0.1851 -0.7816 2.6205 0.0 0.0 -0.1
C 2.8461 -0.5780 0.7868 -0.3 -0.1 -0.2
C -1.8059 2.5815 1.4489 0.2 0.1 -0.1
H 1.9256 -1.6329 -2.2475 0.0 0.0 0.1
H -2.5137 -2.7531 -1.4424 -0.1 0.2 0.2
H -0.6131 -1.7688 2.7973 -0.1 -0.1 0.0
H 4.3318 -1.1491 -2.6897 0.0 0.0 -0.1
H -1.6459 -1.6010 0.9661 0.0 -0.1 -0.1
H 5.7675 -0.2892 -0.8616 0.1 0.0 0.0
H 0.2801 -0.4404 3.5416 -0.1 0.0 0.0
H -3.7038 1.6469 1.7731 -0.1 -0.1 0.1
H -1.5863 0.4077 -1.7311 0.0 -0.1 -0.1
H -0.9756 -0.0804 2.3523 -0.1 0.0 0.0
H 4.7776 0.0850 1.4014 0.1 0.0 0.1
H 0.1323 3.3191 0.8876 0.1 0.1 0.0
H -4.7167 0.3330 -0.1143 0.1 -0.1 -0.2
H -1.8794 3.2058 2.3254 0.0 0.1 0.1



141
Properties=species:S:1:pos:R:3:forces:R:3 method="wB97M-V/def2-TZVPD" e_above_lowest_kj_mol=144.78 orbital_gap_ev=7.922 total_energy_ev=-91987.00781 e_homo_ev=-7.44 smiles="COP(=O)(OC)OC.Oc1ccc(O)cc1.Oc1ccc(O)cc1.COCCOC.COCCOC.COCCOC.COCCOC.COCCOC.COCCOC"
P 1.0838 0.1140 -0.1850 -1.9 -1.8 0.8
O -2.7122 -1.8315 5.6839 0.4 0.7 0.3
O 5.4522 5.7411 -2.7313 0.9 0.6 -0.2
O 2.5025 0.3711 -0.0051 0.4 0.6 -0.3
O 4.1610 0.9029 -4.8268 0.1 0.7 0.9
O -3.2502 -1.4414 -2.6149 -0.9 0.2 0.1
O 0.5110 -0.9040 7.1371 -0.5 0.4 0.1
O 0.9750 -3.5705 -4.6940 0.1 0.0 -0.5
O 4.2175 -0.0678 3.6883 1.5 0.3 1.0
O -3.5170 -4.6018 0.9087 0.3 0.0 1.1
O 0.2052 0.2952 1.1541 -0.2 0.7 -0.8
O 0.7877 -1.4364 -0.4812 0.2 1.1 0.6
O -2.4092 4.4978 3.5706 0.0 0.2 -0.5
O 0.2220 0.8389 -1.3427 0.9 -0.5 1.1
O 0.0812 3.5390 -4.3501 0.1 -0.1 0.4
O -2.0727 -3.8570 -3.8678 0.1 0.4 -0.6
O 4.6470 -2.8579 4.8881 1.2 0.5 -0.2
O 4.7385 2.2577 1.4225 0.7 0.1 0.7
O 0.1582 3.9781 2.2836 0.3 1.1 -0.2
O -1.4080 5.3190 -5.8010 0.1 -0.1 -0.3
O -6.4249 -6.1936 -0.6798 0.2 0.2 -0.3
C 5.3265 4.7760 -1.7643 -0.2 0.5 0.1
C -6.7904 -5.4808 -1.8573 -0.4 -0.9 0.3
C 0.7836 0.5102 2.4190 1.5 0.9 1.1
C 1.0678 -1.7864 8.1381 -0.9 1.1 -1.8
C 4.6321 -1.0403 2.7421 -1.5 0.4 -1.6
C 3.6339 -1.2570 -5.7227 -0.3 0.3 1.2
C -1.3285 -1.7264 5.9243 0.7 0.9 -1.3
C -0.5598 -1.9160 -0.5831 0.3 -0.4 -3.1
C -4.7777 -4.7764 0.3248 -0.1 -0.4 -1.9
C 4.5431 -1.6096 5.6043 -0.6 -1.1 -0.4
C -0.1473 2.2192 -1.1863 0.0 0.2 0.9
C -0.9026 -0.8873 7.1267 -1.0 -1.3 0.3
C -2.0752 4.4588 -4.9018 0.8 0.3 0.1
C 4.9150 3.1024 0.3640 0.4 -1.3 0.5
C -2.9866 -2.2331 4.3577 -0.5 -1.7 0.3
C -0.0392 4.3326 3.6318 -0.4 -1.2 0.6
C 3.6883 -0.5847 4.8874 -1.5 -0.2 0.1
C -2.1015 -4.3329 -5.2021 0.2 -1.0 -0.5
C -3.3563 -3.6681 -3.3502 -1.4 -0.3 1.6
C 6.1422 3.7305 0.2336 0.6 1.4 -1.0
C -3.9231 -2.2644 -3.5374 1.3 -1.5 -0.6
C 3.9572 3.1890 -0.6166 -0.9 0.8 0.1
C 6.3628 4.6181 -0.8432 -1.2 -1.0 0.3
C 0.9354 2.4351 -4.6377 0.0 0.6 -1.1
C 3.4689 -0.2751 -4.7487 0.4 0.5 -0.9
C 4.1173 4.1035 -1.6397 0.7 -0.1 -0.3
C 1.6735 -1.4733 -3.7476 -0.2 0.5 -0.1
C -1.2316 5.1960 3.9549 -0.5 -0.6 0.5
C -2.2507 6.3524 -6.2813 0.4 -0.6 0.2
C -3.5616 5.0260 4.2084 0.3 -0.4 -0.3
C -5.0289 -6.1209 -0.4060 -0.6 -0.4 0.5
C 3.7243 -3.8364 5.2648 0.2 -0.7 -0.1
C -1.2519 3.1987 -4.6943 0.4 0.6 -0.4
C -2.4597 -5.2452 0.2547 0.6 -0.8 -0.8
C 2.7891 -2.3542 -5.6686 -0.1 -0.7 -0.7
C 2.5253 -0.3792 -3.7496 -0.4 -0.3 -0.1
C 1.7759 -2.4524 -4.7244 0.2 0.1 0.7
C 0.6198 5.0893 1.4863 -0.5 -1.3 0.2
C -3.0530 -0.0968 -3.0043 0.3 0.3 0.6
H -4.4920 -6.3558 -1.3317 0.3 0.7 0.0
H -4.4606 4.6458 3.7226 0.2 0.2 -0.4
H 4.0148 -4.7864 4.8076 0.0 0.3 -0.6
H -4.1158 -4.4076 -3.6484 0.4 0.0 -1.0
H -2.5859 -6.3313 0.2028 -0.3 0.0 -0.1
H -1.0909 -4.4406 -5.5947 0.1 -0.1 0.5
H -5.0075 -2.3468 -3.4417 -0.1 0.6 0.2
H 0.6122 4.7078 0.4679 0.2 0.2 -0.1
H -1.3270 -1.3383 8.0314 0.2 -0.1 0.2
H 6.9872 3.6339 0.9001 -0.4 -0.4 0.5
H -3.4881 6.1127 4.1310 -0.5 0.1 0.4
H -3.3731 -3.9042 -2.2768 0.6 0.4 0.0
H -6.1662 -5.8038 -2.6952 0.2 0.3 -0.1
H 0.6546 -2.7824 7.9618 0.2 -0.2 0.4
H -1.4811 -5.1674 0.7300 -0.4 0.7 0.7
H 1.6364 5.3364 1.7865 0.0 0.4 0.0
H 4.1771 -1.9847 6.5617 -0.3 1.1 0.4
H -3.0295 4.1629 -5.3542 -0.3 0.1 0.5
H -2.0693 -0.0585 -3.4808 -0.3 0.4 -0.6
H 4.4632 -1.0897 -6.3964 -0.2 -0.5 -0.4
H -3.6415 4.6328 5.2290 0.3 0.5 0.2
H -2.9919 0.5549 -2.1260 0.1 -0.5 0.3
H 2.8598 -3.1648 -6.3852 0.1 0.1 0.0
H 0.8387 4.7156 4.1655 0.3 0.2 -0.5
H -2.8458 -3.3242 4.3404 -0.1 0.0 -0.3
H 4.9253 5.5970 -3.5189 -0.2 -0.4 0.2
H -3.0744 5.8974 -6.8407 -0.1 0.3 -0.1
H -1.2849 5.2517 5.0499 0.4 0.3 0.1
H 5.4996 -1.1048 5.7473 0.4 -0.6 -0.1
H 0.5082 1.4515 2.9027 -0.9 -0.1 -0.5
H 3.8667 1.8605 1.5129 -0.1 0.1 -0.6
H 2.0076 2.6386 -4.5843 -0.2 0.6 0.9
H -1.2254 2.2578 -1.3317 0.1 0.3 -0.6
H -0.9202 -1.5417 -1.5521 -0.4 0.4 0.3
H -0.0091 2.5872 -0.1631 0.2 -0.3 0.1
H 0.6821 1.5813 -4.0107 0.0 -0.3 -0.4
H 7.3018 5.1388 -0.9469 0.0 0.1 -0.1
H 4.6945 -0.4732 1.8100 -0.1 -0.1 0.0
H -4.8072 -6.9836 0.2285 -0.1 0.2 0.3
H -1.1632 6.2162 3.5619 -0.3 0.0 -0.2
H -3.8904 0.3501 -3.5454 0.2 -0.4 -0.6
H -2.3751 -1.8628 3.5307 0.2 0.7 0.4
H 0.7618 -1.3608 9.0924 0.6 -0.4 0.4
H 3.7761 -4.1407 6.3197 -0.3 0.8 0.3
H -2.1436 5.0210 -3.9617 -0.6 -0.3 0.1
H -2.6494 6.9551 -5.4584 0.0 0.0 0.0
H -1.7078 2.5639 -3.9291 -0.1 -0.1 0.1
H 3.3908 4.3237 -2.4133 -0.3 -0.3 0.2
H -2.5768 -5.3199 -5.1716 0.1 0.0 -0.3
H -1.3772 0.0931 7.0911 0.6 0.4 -0.3
H 2.7214 -3.5630 4.9303 -0.2 -0.1 0.3
H -1.6107 6.9628 -6.9134 -0.3 0.1 -0.1
H 0.8691 -1.4574 -3.0223 0.0 -0.4 0.1
H 0.4828 2.8339 -1.8242 -0.5 0.0 -0.4
H -6.7906 -4.4003 -1.7159 0.1 0.1 -0.1
H -0.0858 5.9165 1.5420 0.2 0.2 0.1
H -4.9322 -3.9766 -0.4135 0.0 0.1 0.0
H 0.8417 2.3103 -5.7250 -0.3 -1.0 0.1
H 4.7211 1.0357 -5.5920 0.0 -0.6 -0.2
H 2.6668 -0.9110 4.6366 0.1 -0.8 0.2
H 5.5661 -1.6035 2.7755 0.1 0.2 1.2
H 2.3737 0.4059 -3.0235 0.3 0.1 0.0
H 1.8641 0.6793 2.3534 0.1 -0.6 -0.2
H -4.0425 -2.0606 4.1616 0.0 0.2 0.0
H -7.7998 -5.8176 -2.0916 -0.1 0.2 0.0
H 3.7823 -1.7267 2.6580 0.3 -0.4 -0.3
H -1.2520 2.6522 -5.6426 0.0 -0.1 0.0
H -3.6474 -2.0861 -4.5844 -0.3 0.9 0.0
H -2.2885 -4.8729 -0.7610 -0.2 0.0 -0.1
H -2.5999 -3.7492 -5.9857 -0.4 0.5 0.6
H 0.1797 -3.4025 -4.1722 0.1 0.1 0.1
H -1.3418 -1.7119 0.1410 0.7 0.0 0.7
H 0.5973 -0.2990 3.1236 -0.2 -0.2 -0.3
H -5.6199 -4.6895 1.0102 0.5 0.0 0.6
H 3.0468 2.6309 -0.4411 0.0 0.0 -0.4
H 2.1078 -1.7192 7.8291 0.3 -0.4 1.0
H -0.9115 -1.1812 5.0648 0.2 0.0 0.0
H -0.4075 -2.9529 -0.8861 -0.4 -0.3 1.0
H -0.7776 -2.6749 5.9180 -0.4 -0.3 0.3
H -0.2672 3.3725 4.1046 0.1 0.0 0.1
H 3.4614 0.2086 5.6067 0.5 0.4 -0.3